12 unconnected molecules or ions with the total composition C36H84N12O12 at a distorted geometry, computed with the ωB97M-V functional and the def2-TZVPD basis.

Positions of all 144 atoms, in Å:
C1 4.5007 3.5001 -2.6786
C2 3.2946 3.1028 -1.7858
O1 2.8058 3.9410 -1.0061
N1 2.7428 1.9198 -1.8412
C3 3.2325 0.7376 -2.5526
H1 4.3428 4.5508 -2.9222
H2 4.7461 2.9192 -3.5676
H3 5.2150 3.3986 -1.8615
H4 1.8590 1.8769 -1.3542
H5 3.0396 -0.1302 -1.9217
H6 4.3198 0.7788 -2.4881
H7 2.9074 0.5699 -3.5793
C4 -2.8249 6.2015 3.9250
C5 -2.4024 6.0085 2.4461
O2 -3.3495 5.9811 1.6922
N2 -1.1071 5.9763 2.2306
C6 -0.4434 5.6053 0.9710
H8 -2.3054 5.4862 4.5628
H9 -3.8908 6.0774 4.1159
H10 -2.5827 7.2281 4.1997
H11 -0.5651 6.1605 3.0627
H12 -1.0684 6.0202 0.1803
H13 -0.1319 4.5627 0.9069
H14 0.5440 6.0568 0.8740
C7 1.4845 -7.3551 -0.3846
C8 0.2886 -6.4040 -0.0769
O3 -0.1836 -6.4153 1.0911
N3 -0.0444 -5.4400 -0.9123
C9 -0.9205 -4.3275 -0.7116
H15 2.4477 -6.9885 -0.0299
H16 1.3907 -7.6170 -1.4385
H17 1.4532 -8.3558 0.0464
H18 0.2949 -5.4568 -1.8635
H19 -1.7260 -4.6759 -0.0652
H20 -1.3591 -4.0530 -1.6709
H21 -0.5039 -3.3740 -0.3868
C10 -6.6992 -3.6121 1.1933
C11 -5.8672 -2.4323 0.6603
O4 -6.0612 -1.2268 1.0485
N4 -4.9870 -2.6993 -0.2854
C12 -4.0710 -1.7383 -0.8676
H22 -7.1952 -3.3399 2.1249
H23 -6.1077 -4.5198 1.3131
H24 -7.4801 -3.7947 0.4550
H25 -4.9980 -3.5671 -0.8020
H26 -4.5101 -0.7512 -0.7233
H27 -4.1181 -2.0167 -1.9204
H28 -3.0272 -1.6315 -0.5724
C13 -2.9836 1.1269 -3.8012
C14 -1.6238 1.8112 -3.4016
O5 -1.4543 2.1499 -2.2851
N5 -0.7384 2.1382 -4.3647
C15 0.5491 2.7970 -4.1883
H29 -3.6988 1.8476 -4.1977
H30 -3.3200 0.6801 -2.8656
H31 -2.8613 0.3730 -4.5789
H32 -1.0510 1.8252 -5.2727
H33 1.3904 2.1041 -4.2035
H34 0.5578 3.3719 -3.2623
H35 0.6470 3.5496 -4.9707
C16 -2.9424 -3.5380 -4.0065
C17 -3.6615 -3.2050 -5.3019
O6 -3.3392 -2.1787 -5.9019
N6 -4.6413 -3.9899 -5.6691
C18 -5.3442 -3.8673 -6.8878
H36 -3.6097 -3.8070 -3.1878
H37 -2.5075 -2.5921 -3.6837
H38 -2.0855 -4.2081 -4.0757
H39 -5.1022 -4.6372 -5.0457
H40 -4.5623 -4.0440 -7.6264
H41 -5.6810 -2.8325 -6.9503
H42 -6.1515 -4.5906 -7.0018
C19 3.5044 6.8228 1.3346
C20 3.7928 5.5980 2.1997
O7 4.2303 5.6788 3.3564
N7 3.7751 4.4024 1.5077
C21 4.2850 3.1091 1.9538
H43 2.5030 6.8577 0.9057
H44 4.0957 6.8806 0.4208
H45 3.5291 7.7679 1.8771
H46 3.7484 4.4461 0.4990
H47 4.7869 3.1777 2.9189
H48 5.0078 2.7951 1.2007
H49 3.6432 2.2317 1.8738
C22 4.3899 -1.7500 5.2684
C23 3.3379 -2.6172 4.5534
O8 2.3206 -2.8961 5.1604
N8 3.5157 -2.7932 3.2297
C24 2.4170 -3.3034 2.4262
H50 4.1032 -1.6114 6.3109
H51 4.5824 -0.8238 4.7269
H52 5.3512 -2.2633 5.2466
H53 4.2690 -2.2539 2.8276
H54 1.7040 -4.0792 2.7053
H55 3.0002 -3.6114 1.5583
H56 1.8363 -2.4203 2.1597
C25 0.4302 1.3773 0.8364
C26 0.4043 0.0088 0.0502
O9 0.8951 -1.0584 0.4416
N9 0.1038 0.1528 -1.2310
C27 0.2054 -0.9637 -2.1815
H57 1.0313 2.0847 0.2651
H58 1.1484 1.3892 1.6562
H59 -0.5152 1.7692 1.2116
H60 -0.1860 1.0640 -1.5563
H61 -0.8461 -1.1348 -2.4119
H62 0.5753 -1.9121 -1.7919
H63 0.6988 -0.6376 -3.0971
C28 3.2070 -4.3540 -1.7885
C29 2.5853 -4.3759 -3.1610
O10 1.4748 -4.8956 -3.4495
N10 3.4139 -3.8497 -4.0845
C30 3.1978 -3.9601 -5.4579
H64 2.8391 -3.5424 -1.1607
H65 4.2683 -4.1282 -1.8916
H66 3.1998 -5.3199 -1.2835
H67 4.3097 -3.4524 -3.8400
H68 3.8960 -3.3995 -6.0795
H69 2.2654 -3.4810 -5.7565
H70 3.2908 -5.0185 -5.7012
C31 -4.2932 3.0472 3.8936
C32 -4.2835 1.6831 3.2385
O11 -5.3840 1.2617 2.8275
N11 -3.0889 1.0298 3.3373
C33 -2.7320 -0.3420 3.0192
H71 -4.1289 2.9881 4.9695
H72 -4.9043 3.8750 3.5337
H73 -3.3282 3.4991 3.6639
H74 -2.3130 1.5228 3.7557
H75 -1.9604 -0.5660 2.2826
H76 -3.5072 -1.0902 2.8543
H77 -2.2399 -0.6401 3.9450
C34 0.6934 0.6656 5.3468
C35 0.3309 1.9233 4.6121
O12 -0.7133 2.2240 4.1590
N12 1.2577 2.8903 4.4811
C36 2.5850 3.1667 5.0793
H78 0.4507 -0.2710 4.8449
H79 0.2741 0.5209 6.3425
H80 1.7776 0.5531 5.3497
H81 0.8355 3.5829 3.8792
H82 2.6451 4.0976 5.6432
H83 3.3549 3.2707 4.3147
H84 2.8859 2.3787 5.7696

Calculated values
HOMO level (spin up / spin down): -10.62 / -10.62 eV
spin multiplicity: 2
orbital gap (spin up / spin down): 8.5 / 3.8 eV
relative energy (zero: lowest compared OMol25 entry of this formula, charge and spin): 0.0 kcal per mole
⟨S²⟩: 0.755
net charge: +1

Löwdin atomic charge list, values in e, 6 entries:
1. C 0.0317
2. C -0.5416
3. O -0.0227
4. N 0.0372
5. C -0.0550
6. H 0.0888


14 unconnected molecules or ions with the total composition C36H84O22S10 at a distorted geometry, computed with the ωB97M-V functional and the def2-TZVPD basis.

Positions of all 152 atoms, in Å:
C1 -21.6862 -4.9672 -31.1890
C2 -21.1562 -3.5958 -31.6444
C3 -20.8912 -2.6707 -30.4440
O1 -19.6775 -1.9976 -30.8145
C4 -19.0888 -2.7166 -31.8049
O2 -18.0215 -2.3884 -32.3524
O3 -19.8870 -3.7951 -32.1860
H1 -22.6841 -4.7040 -30.8382
H2 -21.1859 -5.4747 -30.3643
H3 -21.7226 -5.7395 -31.9574
H4 -21.7615 -3.1168 -32.4140
H5 -20.7860 -3.2152 -29.5056
H6 -21.7235 -1.9834 -30.2923
C5 -16.3396 -1.6901 -35.8662
C6 -17.6697 -1.1298 -36.2956
C7 -18.5594 -0.6195 -35.1850
O4 -18.9980 0.6496 -35.5614
C8 -18.1824 1.0734 -36.5007
O5 -18.1024 2.2181 -36.9286
O6 -17.4775 0.0654 -36.9933
H7 -15.6962 -0.8880 -35.5047
H8 -15.8314 -2.1286 -36.7250
H9 -16.4954 -2.5237 -35.1814
H10 -18.1663 -1.8679 -36.9255
H11 -18.0374 -0.6012 -34.2283
H12 -19.3268 -1.3419 -34.9069
C9 -11.9177 6.6821 -25.0103
C10 -12.3063 5.2741 -25.5436
C11 -12.7350 4.2753 -24.5685
O7 -13.7803 3.4982 -25.1537
C12 -14.1104 4.0700 -26.3108
O8 -14.8518 3.5711 -27.1224
O9 -13.3470 5.2389 -26.4711
H13 -11.6773 7.4276 -25.7683
H14 -11.0659 6.5732 -24.3389
H15 -12.6973 7.0434 -24.3396
H16 -11.4172 4.8633 -26.0219
H17 -12.9485 4.7514 -23.6115
H18 -11.8673 3.6425 -24.3821
C13 -22.2998 3.4628 -30.9716
C14 -22.8850 2.7355 -32.2089
C15 -21.8594 2.6483 -33.3406
O10 -21.8864 1.2338 -33.5308
C16 -22.6623 0.6032 -32.6821
O11 -22.8503 -0.6433 -32.6381
O12 -23.1645 1.4490 -31.8632
H19 -21.5911 4.2641 -31.1810
H20 -21.7094 2.7583 -30.3857
H21 -23.1449 3.7581 -30.3498
H22 -23.7573 3.2355 -32.6298
H23 -20.8621 3.0458 -33.1523
H24 -22.3112 3.1649 -34.1874
C17 -14.4020 -2.9177 -32.1785
S1 -14.3087 -2.1858 -30.4384
O13 -13.2264 -1.1385 -30.6642
C18 -15.8370 -1.1506 -30.3340
H25 -14.7920 -2.2963 -32.9847
H26 -15.1335 -3.7251 -32.1446
H27 -13.4446 -3.3095 -32.5221
H28 -15.7263 -0.4814 -29.4807
H29 -16.7561 -1.7226 -30.2065
H30 -15.8534 -0.4449 -31.1646
C19 -16.6566 -4.6825 -26.6607
S2 -17.8300 -3.7065 -27.7183
O14 -19.1788 -4.4199 -27.7673
C20 -18.0740 -2.2876 -26.5824
H31 -17.0299 -5.1714 -25.7609
H32 -15.8497 -3.9987 -26.3971
H33 -16.1976 -5.4472 -27.2874
H34 -18.8388 -2.5738 -25.8604
H35 -18.4366 -1.4159 -27.1271
H36 -17.1427 -2.0532 -26.0669
C21 -19.6812 6.6156 -33.1571
S3 -18.2568 5.4498 -32.8195
O15 -18.8522 4.5287 -31.7129
C22 -18.3448 4.6025 -34.4264
H37 -19.4116 7.4395 -33.8179
H38 -20.0813 7.0845 -32.2581
H39 -20.5562 6.0972 -33.5490
H40 -17.7914 3.6704 -34.3118
H41 -17.9316 5.2096 -35.2318
H42 -19.3908 4.3999 -34.6562
C23 -19.1394 4.8988 -27.9169
S4 -18.9866 6.7346 -27.6118
O16 -17.4677 6.8608 -27.8109
C24 -19.5136 7.1617 -29.3125
H43 -18.5038 4.4373 -27.1612
H44 -18.8507 4.5568 -28.9108
H45 -20.2034 4.7445 -27.7371
H46 -19.6915 8.2184 -29.5119
H47 -20.3807 6.6254 -29.6979
H48 -18.7326 6.8585 -30.0097
C25 -21.1485 0.4108 -27.0836
S5 -21.2016 2.1906 -26.4571
O17 -22.4390 2.8551 -27.0891
C26 -21.6328 1.8575 -24.6635
H49 -20.1185 0.1135 -26.8869
H50 -21.2741 0.4306 -28.1661
H51 -21.8859 -0.1909 -26.5522
H52 -21.4503 2.7368 -24.0458
H53 -20.9453 1.1272 -24.2369
H54 -22.6654 1.5754 -24.4576
C27 -13.2010 0.8126 -34.2161
S6 -14.9773 1.3443 -34.1925
O18 -15.0577 2.1693 -32.9074
C28 -14.8933 2.6798 -35.4578
H55 -12.9242 0.6435 -35.2568
H56 -12.9850 -0.0257 -33.5538
H57 -12.5139 1.6065 -33.9233
H58 -14.7172 2.1322 -36.3837
H59 -14.2392 3.4814 -35.1147
H60 -15.8612 3.1650 -35.5833
C29 -14.5912 5.8216 -29.2881
S7 -14.2358 6.7314 -30.8581
O19 -12.7211 6.9379 -30.8389
C30 -14.3562 5.3245 -31.9783
H61 -15.5155 5.2812 -29.4924
H62 -14.7512 6.4797 -28.4340
H63 -13.8254 5.0829 -29.0517
H64 -13.7367 4.5451 -31.5348
H65 -13.9700 5.5814 -32.9647
H66 -15.3999 5.0198 -32.0556
C31 -18.5123 1.0989 -31.6252
S8 -18.4317 1.8064 -29.9073
O20 -18.4568 0.6611 -28.8709
C32 -16.6734 2.4059 -30.0230
H67 -17.7783 0.2962 -31.6953
H68 -18.2229 1.8534 -32.3568
H69 -19.4258 0.6633 -32.0300
H70 -16.3436 2.8883 -29.1029
H71 -16.5286 3.2538 -30.6925
H72 -15.8912 1.7288 -30.3664
C33 -16.8679 1.9409 -23.6440
S9 -17.0776 0.3289 -24.5841
O21 -18.5371 0.1747 -24.7586
C34 -16.5734 0.8773 -26.2686
H73 -16.9890 2.7358 -24.3799
H74 -15.8934 1.8703 -23.1609
H75 -17.5803 2.0939 -22.8334
H76 -17.0989 1.7455 -26.6663
H77 -16.8134 0.1148 -27.0097
H78 -15.5243 1.1284 -26.4245
C35 -13.1327 1.4237 -28.5727
S10 -12.3515 2.8389 -29.4276
O22 -11.0041 3.1235 -28.7637
C36 -11.8728 2.0254 -31.0273
H79 -14.2044 1.5937 -28.4693
H80 -12.6696 1.4253 -27.5860
H81 -12.8325 0.4989 -29.0653
H82 -11.4530 2.7095 -31.7648
H83 -12.8775 1.7256 -31.3255
H84 -11.2638 1.1270 -30.9274

Calculated values
HOMO level (spin up / spin down): -10.02 / -10.02 eV
spin multiplicity: 2
orbital gap (spin up / spin down): 8.2 / 2.7 eV
⟨S²⟩: 0.761
net charge: +1

Löwdin atomic charge list, values in e, 6 entries:
1. C -0.0095
2. C -0.3251
3. C -0.0737
4. O 0.0482
5. C -0.4490
6. O 0.0636


10 unconnected molecules or ions with the total composition C36H85BN3O18 at a distorted geometry, computed with the ωB97M-V functional and the def2-TZVPD basis.

Positions of all 143 atoms, in Å:
O1 1.4964 -3.5259 -0.5011
C1 1.1085 -2.3594 -0.6093
O2 1.2826 -1.3215 0.1791
B1 0.6203 -0.0989 -0.3551
O3 -0.1083 -0.5952 -1.4970
C2 0.3272 -1.8324 -1.8220
O4 -0.1865 -2.5539 -2.7740
O5 1.6312 0.9237 -0.7621
C3 1.4221 2.0379 -0.0886
O6 2.1964 3.0333 -0.0812
C4 0.1307 1.8767 0.8032
O7 -0.3033 0.6411 0.6552
O8 -0.5112 2.6834 1.5314
C5 -3.5482 2.7714 -0.0804
C6 -4.3152 2.3817 1.1601
C7 -5.3065 1.1487 1.0621
O9 -3.2930 1.9995 2.0622
H1 -2.6693 3.2938 0.2973
H2 -4.1101 3.3582 -0.8070
H3 -3.0668 1.8998 -0.5239
H4 -4.7705 3.2629 1.6120
H5 -4.7335 0.2332 0.9152
H6 -5.7599 1.2374 0.0749
H7 -5.9601 1.0969 1.9329
H8 -2.4080 2.0891 1.7010
C8 4.7563 -4.7177 3.5319
C9 4.4682 -3.7626 2.4314
C10 4.3957 -4.3831 1.1126
O10 3.2100 -2.9892 2.5865
H9 4.6154 -4.3776 4.5578
H10 5.8097 -4.9846 3.6157
H11 4.1353 -5.6133 3.5137
H12 5.2856 -3.0438 2.3738
H13 3.6484 -5.1765 1.1306
H14 5.3920 -4.6611 0.7691
H15 3.9299 -3.7219 0.3819
H16 2.4013 -3.4292 2.3142
C11 -2.6588 -3.6362 2.2699
C12 -2.0723 -2.4856 1.4263
C13 -2.9836 -2.1202 0.1880
O11 -1.9108 -1.3507 2.2691
H17 -3.5489 -3.3639 2.8371
H18 -1.9717 -3.8128 3.0973
H19 -2.7362 -4.5856 1.7401
H20 -1.0854 -2.7722 1.0630
H21 -2.4250 -1.7895 -0.6876
H22 -3.5322 -1.2130 0.4414
H23 -3.7364 -2.8984 0.0619
H24 -1.6110 -0.5820 1.7783
C14 4.6995 1.5650 1.1485
C15 4.6503 0.0211 1.2510
C16 5.8324 -0.6546 0.5119
O12 4.6608 -0.3352 2.6264
H25 3.7769 1.9779 1.5566
H26 4.7636 1.9000 0.1132
H27 5.6452 1.8716 1.5954
H28 3.6773 -0.2468 0.8392
H29 6.4027 -0.0219 -0.1682
H30 5.4360 -1.5562 0.0448
H31 6.6559 -0.9573 1.1586
H32 4.2070 -1.1739 2.5154
C17 3.3358 -0.2766 -3.6469
C18 3.0591 0.9165 -4.6125
C19 4.2132 1.1957 -5.4866
O13 1.9703 0.5542 -5.4006
H33 3.3079 -1.2829 -4.0647
H34 2.6663 -0.3752 -2.7924
H35 4.3331 -0.0460 -3.2722
H36 2.7915 1.7457 -3.9574
H37 4.9495 1.7959 -4.9519
H38 3.8697 1.8704 -6.2707
H39 4.6358 0.3361 -6.0068
H40 1.3099 0.2591 -4.7694
C20 -2.5188 -0.6914 -5.0390
C21 -3.8610 -1.1895 -5.2859
C22 -4.5362 -1.8037 -4.0553
O14 -4.6503 -0.0709 -5.4370
H41 -1.9507 -0.4689 -5.9422
H42 -1.9113 -1.4523 -4.5489
H43 -2.4621 0.1967 -4.4095
H44 -3.8880 -1.9205 -6.0941
H45 -5.4254 -2.3491 -4.3715
H46 -4.7381 -1.2045 -3.1675
H47 -3.8721 -2.5434 -3.6082
H48 -4.0368 0.5652 -5.8118
C23 0.6107 -1.2754 5.1145
O15 0.3947 0.1362 4.9452
C24 1.5315 0.8509 4.4069
C25 1.2116 2.3735 4.4643
N1 0.3432 2.7384 5.6577
C26 -0.3600 4.0532 5.3982
C27 -1.6003 3.9630 4.5570
O16 -2.5476 3.1474 5.2042
C28 -3.8758 3.5343 4.9108
H49 0.9992 -1.6904 4.1845
H50 -0.3896 -1.6945 5.2233
H51 1.2405 -1.5924 5.9457
H52 1.7015 0.4185 3.4209
H53 2.3725 0.6314 5.0647
H54 0.8192 2.6255 3.4791
H55 2.1202 2.9680 4.3692
H56 0.9803 3.0161 6.3905
H57 0.3401 4.7807 4.9873
H58 -0.6414 4.5423 6.3308
H59 -1.2973 3.4638 3.6366
H60 -1.7824 5.0267 4.4041
H61 -3.9302 4.0291 3.9411
H62 -4.2771 4.0880 5.7596
H63 -4.6154 2.7380 4.8280
C29 5.0117 4.0687 -1.8769
C30 4.2504 5.3691 -1.4640
C31 2.9890 5.7593 -2.3775
O17 2.5459 7.0575 -2.1316
C32 1.9722 7.7783 -3.2110
N2 3.8669 5.3739 -0.1030
H64 4.4623 3.1497 -1.6725
H65 5.8813 3.9311 -1.2344
H66 5.2609 4.0700 -2.9380
H67 5.0292 6.1212 -1.5904
H68 2.2833 4.9380 -2.2527
H69 3.2428 5.6803 -3.4346
H70 1.0772 7.3723 -3.6826
H71 2.6469 7.9122 -4.0565
H72 1.6298 8.7648 -2.8986
H73 3.1802 6.1142 -0.0812
H74 3.4327 4.4783 0.0687
C33 -6.9376 -5.9285 -0.8470
C34 -6.0702 -5.0318 -1.7187
C35 -4.5879 -5.5061 -1.6571
O18 -3.7649 -4.7759 -2.4795
C36 -2.4235 -4.8362 -2.2102
N3 -6.6044 -5.0946 -3.0345
H75 -8.0119 -5.7681 -0.9379
H76 -6.7057 -5.7993 0.2101
H77 -6.6736 -6.9657 -1.0537
H78 -6.2091 -4.0481 -1.2704
H79 -4.4424 -6.5623 -1.8840
H80 -4.1953 -5.3436 -0.6533
H81 -1.8875 -4.2006 -2.9150
H82 -2.1012 -5.8723 -2.3146
H83 -2.0287 -4.3641 -1.3106
H84 -5.9904 -4.5831 -3.6520
H85 -7.4152 -4.4924 -3.0368

Calculated values
HOMO level: -6.53 eV
spin multiplicity: 1
orbital gap: 8.3 eV
net charge: -1

Löwdin atomic charge list, values in e, 6 entries:
1. O 0.1204
2. C -0.3753
3. O 0.2132
4. B -0.8201
5. O 0.2079
6. C -0.2598


The calculation returns the following DFT total energy values, one per record and in order: -81138.2768 -192073.9855 -80713.1649 eV.